Computed, not measured: a 2-piece molecular cluster, C3H6F2O overall in a non-equilibrium geometry, with ωB97M-V with the def2-TZVPD basis set.

Element x y z (Å)
1 O 1.176 1.132 -0.310
2 C 1.557 -0.132 -0.402
3 F 1.418 -0.633 -1.662
4 C 2.057 -0.912 0.566
5 F 2.288 -2.217 0.328
6 H 1.132 1.400 -1.183
7 H 2.094 -0.585 1.613
8 C -2.361 0.430 0.209
9 H -3.360 0.700 -0.011
10 H -1.685 1.134 -0.178
11 H -2.263 0.280 1.288
12 H -2.053 -0.597 -0.259

Properties
E = -10689.1302 eV
LUMO = 0.674 eV
Structure (SMILES) = O/C(F)=C/F.C
Molecular weight = 96.08 g mol⁻¹
Total charge = 0
Energy above the lowest of the compared OMol25 structures with the same formula, charge and spin = 32.2 kcal per mole